1.
{
  "formula": "C26H31F2N7",
  "method": "ωB97M-V/def2-TZVPD",
  "elements": ["F", "C", "C", "C", "C", "C", "C", "H", "H", "H", "H", "H", "F", "C", "C", "C", "C", "C", "C", "H", "H", "H", "H", "H", "C", "C", "N", "H", "H", "H", "C", "C", "N", "H", "H", "H", "C", "C", "N", "H", "H", "H", "C", "C", "N", "H", "H", "H", "C", "C", "N", "H", "H", "H", "C", "C", "N", "H", "H", "H", "C", "C", "N", "H", "H", "H"],
  "coordinates": [[-2.84, 1.54, 7.11], [-2.00, 1.42, 6.06], [-1.17, 0.34, 5.98], [-0.26, 0.28, 4.92], [-0.17, 1.33, 4.01], [-1.08, 2.39, 4.08], [-2.01, 2.42, 5.10], [-1.15, -0.46, 6.71], [0.49, -0.50, 4.92], [0.51, 1.28, 3.17], [-1.10, 3.10, 3.27], [-2.76, 3.20, 5.15], [6.67, 2.14, 1.95], [5.48, 1.86, 1.39], [4.68, 2.92, 1.01], [3.48, 2.66, 0.38], [3.05, 1.35, 0.20], [3.88, 0.31, 0.59], [5.11, 0.55, 1.19], [5.10, 3.92, 1.11], [2.93, 3.47, -0.10], [2.09, 1.11, -0.22], [3.53, -0.71, 0.47], [5.72, -0.27, 1.53], [-3.54, 0.36, -4.83], [-2.29, 0.13, -4.12], [-1.29, -0.02, -3.58], [-3.36, 0.47, -5.90], [-3.94, 1.30, -4.45], [-4.26, -0.43, -4.64], [-0.56, -0.34, -0.39], [0.16, -1.59, -0.53], [0.73, -2.57, -0.66], [-1.64, -0.46, -0.48], [-0.21, 0.34, -1.16], [-0.31, 0.10, 0.57], [-4.64, -1.37, 0.24], [-4.44, -0.42, -0.86], [-4.29, 0.30, -1.74], [-3.85, -1.31, 0.98], [-4.66, -2.38, -0.15], [-5.60, -1.15, 0.70], [2.10, 0.55, -3.17], [2.95, 0.00, -4.22], [3.62, -0.40, -5.05], [2.56, 1.44, -2.74], [1.85, -0.19, -2.41], [1.17, 0.87, -3.64], [0.67, -5.89, -1.21], [2.03, -6.24, -1.61], [3.10, -6.52, -1.91], [0.39, -4.96, -1.68], [0.64, -5.80, -0.13], [0.01, -6.70, -1.51], [0.45, 5.16, 1.07], [0.11, 3.75, 0.88], [-0.13, 2.63, 0.72], [1.53, 5.28, 1.01], [0.12, 5.49, 2.06], [-0.03, 5.75, 0.30], [-2.29, -3.03, -2.45], [-2.05, -4.35, -2.98], [-1.89, -5.42, -3.38], [-1.42, -2.38, -2.52], [-2.56, -3.09, -1.39], [-3.12, -2.57, -2.99]],
  "nbo_charge": [-0.326, 0.395, -0.288, -0.190, -0.233, -0.193, -0.285, 0.233, 0.219, 0.224, 0.214, 0.228, -0.323, 0.404, -0.289, -0.203, -0.233, -0.188, -0.282, 0.228, 0.206, 0.217, 0.227, 0.236, -0.725, 0.346, -0.402, 0.256, 0.269, 0.258, -0.728, 0.299, -0.366, 0.248, 0.273, 0.273, -0.726, 0.306, -0.358, 0.261, 0.256, 0.264, -0.726, 0.290, -0.332, 0.249, 0.251, 0.267, -0.719, 0.297, -0.347, 0.265, 0.246, 0.255, -0.723, 0.322, -0.373, 0.260, 0.260, 0.259, -0.726, 0.290, -0.330, 0.278, 0.238, 0.247],
  "energy_ha": -1592.282213,
  "fmax_ev_per_a": 1.252,
  "de_lowest_ev": 0.000,
  "lumo_energy_ev": 0.010,
  "smiles": "Fc1ccccc1.Fc1ccccc1.CC#N.CC#N.CC#N.CC#N.CC#N.CC#N.CC#N"
}

2.
{
  "formula": "C26H31FN6O2",
  "method": "ωB97M-V/def2-TZVPD",
  "elements": ["C", "H", "H", "H", "C", "C", "H", "H", "H", "C", "C", "N", "C", "O", "C", "N", "C", "O", "C", "N", "N", "N", "C", "N", "C", "C", "C", "C", "C", "C", "H", "H", "H", "H", "F", "H", "H", "C", "C", "C", "C", "C", "C", "C", "C", "C", "C", "H", "H", "H", "H", "H", "H", "H", "H", "H", "H", "H", "H", "H", "H", "H", "H", "H", "H", "H"],
  "coordinates": [[4.00, -4.16, -2.21], [3.19, -4.02, -1.48], [4.61, -4.98, -1.86], [4.61, -3.26, -2.22], [3.46, -4.46, -3.60], [2.41, -5.57, -3.54], [1.99, -5.77, -4.52], [2.86, -6.49, -3.16], [1.60, -5.30, -2.86], [2.94, -3.22, -4.35], [1.63, -2.61, -3.86], [1.72, -2.04, -2.54], [1.95, -0.74, -2.32], [2.02, 0.11, -3.18], [2.11, -0.40, -0.82], [0.85, -0.53, -0.10], [0.47, -1.75, 0.30], [1.15, -2.75, 0.13], [-0.91, -1.93, 0.97], [-1.41, -0.84, 1.73], [-0.92, -0.45, 2.88], [-1.62, 0.55, 3.28], [-2.57, 0.75, 2.35], [-2.46, -0.13, 1.36], [-3.57, 1.80, 2.37], [-3.64, 2.74, 3.40], [-4.58, 3.76, 3.39], [-5.46, 3.85, 2.33], [-5.41, 2.93, 1.30], [-4.47, 1.92, 1.32], [-4.41, 1.19, 0.52], [-6.10, 3.00, 0.47], [-6.20, 4.64, 2.31], [-4.60, 4.46, 4.20], [-2.79, 2.68, 4.44], [-0.81, -2.81, 1.61], [-1.63, -2.14, 0.18], [0.04, 0.64, -0.05], [-0.97, 0.78, -1.00], [-1.76, 1.91, -0.99], [-1.55, 2.88, -0.02], [-0.54, 2.75, 0.93], [0.29, 1.63, 0.90], [1.38, 1.43, 1.92], [1.71, 2.70, 2.69], [0.42, 3.35, 3.16], [-0.36, 3.83, 1.95], [0.17, 4.67, 1.48], [-1.35, 4.21, 2.25], [-0.17, 2.63, 3.72], [0.63, 4.20, 3.82], [2.25, 3.40, 2.04], [2.35, 2.46, 3.53], [1.05, 0.66, 2.63], [2.28, 1.05, 1.43], [-2.18, 3.75, 0.01], [-2.55, 2.03, -1.72], [-1.11, 0.01, -1.74], [2.85, -1.07, -0.37], [2.44, 0.64, -0.75], [1.71, -2.66, -1.74], [0.83, -3.36, -3.86], [1.35, -1.80, -4.53], [2.80, -3.49, -5.40], [3.71, -2.44, -4.31], [4.30, -4.83, -4.20]],
  "nbo_charge": [-0.607, 0.201, 0.209, 0.207, -0.214, -0.610, 0.206, 0.212, 0.197, -0.397, -0.232, -0.640, 0.667, -0.624, -0.308, -0.439, 0.697, -0.653, -0.316, 0.002, -0.039, -0.251, 0.269, -0.247, -0.197, 0.491, -0.303, -0.180, -0.233, -0.146, 0.235, 0.219, 0.220, 0.232, -0.315, 0.258, 0.259, 0.100, -0.207, -0.203, -0.192, -0.032, 0.067, -0.459, -0.389, -0.408, -0.419, 0.213, 0.215, 0.225, 0.209, 0.193, 0.213, 0.240, 0.213, 0.215, 0.217, 0.221, 0.236, 0.235, 0.431, 0.194, 0.231, 0.206, 0.210, 0.198],
  "energy_ha": -1588.279233,
  "fmax_ev_per_a": 1.079,
  "de_lowest_ev": 0.000,
  "lumo_energy_ev": 0.396,
  "smiles": "CC(C)CCNC(=O)CN(C(=O)Cn1nnc(-c2ccccc2F)n1)c1cccc2c1CCCC2"
}

3.
{
  "formula": "C26H31NO6S2",
  "method": "ωB97M-V/def2-TZVPD",
  "elements": ["C", "C", "C", "C", "S", "C", "C", "S", "C", "C", "C", "C", "C", "C", "O", "O", "O", "O", "C", "C", "H", "H", "H", "H", "H", "H", "H", "H", "H", "H", "H", "H", "C", "O", "C", "O", "C", "C", "C", "C", "N", "C", "C", "C", "C", "C", "C", "H", "H", "H", "H", "H", "H", "H", "H", "H", "H", "H", "H", "H", "H", "H", "H", "H", "H", "H"],
  "coordinates": [[-2.16, 4.44, -2.38], [-2.75, 3.17, -2.30], [-3.25, 2.69, -1.09], [-3.13, 3.48, 0.06], [-3.68, 2.82, 1.66], [-2.18, 2.57, 2.67], [-1.99, 3.10, 3.88], [-0.90, 1.56, 2.01], [0.48, 2.69, 1.90], [0.71, 3.30, 0.66], [1.69, 4.29, 0.55], [2.51, 4.59, 1.64], [2.30, 3.94, 2.87], [1.27, 3.00, 3.01], [-0.58, 0.54, 2.98], [-1.27, 1.20, 0.67], [-4.48, 3.83, 2.30], [-4.21, 1.50, 1.40], [-2.63, 4.78, -0.01], [-2.09, 5.23, -1.23], [-1.76, 4.80, -3.33], [-2.83, 2.54, -3.19], [-3.72, 1.70, -1.02], [-1.07, 2.93, 4.45], [-2.77, 3.75, 4.26], [0.10, 3.00, -0.20], [1.80, 4.82, -0.40], [3.31, 5.33, 1.54], [2.95, 4.16, 3.73], [1.08, 2.51, 3.97], [-2.65, 5.42, 0.88], [-1.63, 6.22, -1.27], [0.72, -0.85, 5.72], [0.08, -2.05, 5.23], [0.95, -2.96, 4.74], [2.16, -2.75, 4.81], [0.21, -4.16, 4.21], [-0.33, -5.08, 5.33], [-0.01, -6.50, 4.90], [0.72, -6.41, 3.55], [1.03, -4.99, 3.39], [1.50, -4.46, 2.20], [2.48, -3.50, 2.15], [3.33, -3.24, 0.95], [2.87, -4.01, -0.31], [1.36, -4.26, -0.29], [0.96, -5.10, 0.92], [-0.13, -0.25, 6.06], [1.41, -1.09, 6.55], [1.26, -0.34, 4.91], [-0.63, -3.75, 3.62], [0.15, -4.83, 6.29], [-1.40, -4.89, 5.41], [0.65, -6.99, 5.63], [-0.92, -7.11, 4.81], [1.64, -7.03, 3.54], [0.08, -6.80, 2.74], [2.91, -3.18, 3.09], [3.40, -2.17, 0.73], [4.34, -3.58, 1.19], [3.15, -3.44, -1.21], [3.39, -4.97, -0.37], [0.84, -3.30, -0.22], [1.03, -4.75, -1.21], [1.35, -6.13, 0.82], [-0.14, -5.18, 0.99]],
  "nbo_charge": [-0.191, -0.213, -0.190, -0.230, 2.152, -0.622, -0.251, 2.180, -0.264, -0.216, -0.199, -0.190, -0.215, -0.208, -0.922, -0.931, -0.924, -0.909, -0.220, -0.222, 0.223, 0.225, 0.258, 0.226, 0.241, 0.252, 0.222, 0.224, 0.225, 0.228, 0.237, 0.222, -0.261, -0.506, 0.805, -0.618, -0.112, -0.396, -0.413, -0.194, -0.477, 0.187, -0.224, -0.430, -0.394, -0.392, -0.452, 0.191, 0.193, 0.202, 0.194, 0.216, 0.219, 0.212, 0.212, 0.194, 0.170, 0.247, 0.200, 0.213, 0.205, 0.191, 0.202, 0.203, 0.204, 0.209],
  "energy_ha": -2311.803734,
  "fmax_ev_per_a": 2.700,
  "de_lowest_ev": 0.000,
  "lumo_energy_ev": -0.550,
  "smiles": "C=C(S(=O)(=O)c1ccccc1)S(=O)(=O)c1ccccc1.COC(=O)[C@@H]1CCCN1C1=CCCCC1"
}

4.
{
  "formula": "C26H32AlBBr2N8O2S2",
  "method": "ωB97M-V/def2-TZVPD",
  "elements": ["Al", "C", "C", "C", "C", "C", "C", "Br", "C", "C", "Br", "C", "O", "C", "N", "H", "H", "H", "H", "H", "H", "C", "N", "C", "C", "N", "B", "N", "C", "C", "N", "C", "C", "S", "C", "S", "H", "H", "H", "H", "H", "H", "H", "H", "H", "H", "H", "H", "C", "C", "C", "C", "C", "C", "N", "H", "H", "H", "H", "H", "H", "H", "H", "C", "N", "C", "N", "O", "H", "H", "H", "H", "H", "H"],
  "coordinates": [[0.20, -0.28, 0.42], [0.94, -0.80, -3.42], [2.02, -0.05, -2.71], [3.17, 0.37, -3.43], [4.20, 1.00, -2.80], [4.11, 1.24, -1.41], [5.10, 1.86, -0.60], [6.71, 2.48, -1.39], [4.91, 2.01, 0.74], [3.73, 1.56, 1.35], [3.51, 1.78, 3.21], [2.72, 0.96, 0.62], [1.59, 0.55, 1.14], [2.93, 0.81, -0.78], [1.91, 0.20, -1.43], [0.88, -0.51, -4.47], [-0.02, -0.66, -2.94], [1.16, -1.87, -3.38], [3.23, 0.16, -4.49], [5.08, 1.32, -3.34], [5.68, 2.47, 1.35], [0.30, 3.54, 1.77], [-0.19, 2.69, 2.84], [0.01, 2.90, 4.18], [-0.61, 1.89, 4.82], [-1.20, 1.07, 3.88], [-1.99, -0.21, 4.39], [-2.37, -1.16, 3.23], [-3.66, -1.57, 2.94], [-3.59, -2.59, 2.06], [-2.26, -2.80, 1.79], [-1.71, -3.90, 1.03], [-1.53, -1.92, 2.51], [0.18, -1.74, 2.44], [-0.93, 1.57, 2.68], [-1.53, 1.06, 1.13], [0.98, 4.27, 2.20], [-0.53, 4.05, 1.27], [0.83, 2.94, 1.03], [0.60, 3.72, 4.54], [-0.68, 1.66, 5.87], [-3.01, 0.17, 4.92], [-1.25, -0.78, 5.15], [-4.50, -1.10, 3.41], [-4.36, -3.18, 1.59], [-2.43, -4.20, 0.28], [-1.49, -4.74, 1.69], [-0.79, -3.58, 0.53], [-2.55, -1.30, -1.36], [-1.29, -2.10, -1.39], [-1.08, -3.29, -2.03], [0.24, -3.71, -1.72], [0.79, -2.75, -0.92], [2.17, -2.71, -0.33], [-0.14, -1.75, -0.70], [-3.41, -1.96, -1.38], [-2.63, -0.62, -2.21], [-2.63, -0.70, -0.45], [-1.81, -3.82, -2.62], [0.74, -4.61, -2.05], [2.57, -3.73, -0.28], [2.18, -2.31, 0.68], [2.87, -2.12, -0.93], [-3.38, 2.34, -1.65], [-2.44, 2.49, -2.75], [-1.20, 1.95, -2.72], [-0.44, 2.16, -3.85], [-0.76, 1.31, -1.77], [-4.20, 3.04, -1.80], [-2.89, 2.57, -0.71], [-3.78, 1.33, -1.59], [-2.79, 2.82, -3.63], [-0.67, 2.90, -4.49], [0.53, 1.91, -3.77]],
  "lowdin_charge": [-0.021, -0.021, -0.301, -0.005, -0.016, -0.184, -0.627, 0.768, -0.166, -0.589, 0.813, -0.349, -0.131, -0.129, 0.161, 0.085, 0.059, 0.091, 0.115, 0.083, 0.095, -0.016, -0.106, -0.054, -0.048, 0.020, -0.427, -0.025, -0.055, -0.042, -0.090, -0.013, -0.684, 0.816, -0.599, 0.868, 0.095, 0.094, 0.074, 0.121, 0.126, 0.075, 0.076, 0.118, 0.120, 0.097, 0.103, 0.047, -0.041, -0.381, -0.084, -0.079, -0.384, -0.031, -0.010, 0.084, 0.066, 0.018, 0.102, 0.103, 0.087, 0.038, 0.072, -0.075, 0.018, -0.597, 0.174, -0.015, 0.086, 0.037, 0.073, 0.129, 0.097, 0.086],
  "energy_ha": -7810.512723,
  "fmax_ev_per_a": 0.677,
  "de_lowest_ev": 0.450,
  "lumo_energy_ev": 0.034
}

- Number 2 is which compound?
  C26H31FN6O2